# C48H61AsGe2InNO

A molecular structure, C48H61AsGe2InNO (wB97M-V/def2-TZVPD, the OMol25 dataset).

As for the LUMO energy (alpha / beta): -7.744 / -7.748 eV. The total charge is +2. Its frontier orbital gap (alpha / beta) is 0.1615 / 0.1613 Eh.

Last column: Löwdin charge in e.
Cartesian coordinates (Å):
In  0.581  0.357  0.809  1.0169
As  0.188  3.042  -1.847  1.4867
Ge  0.670  -4.180  0.384  0.9874
Ge  -1.325  -3.224  2.846  1.0273
O  -0.738  -1.640  0.498  -0.3128
N  -0.662  1.610  -1.401  -0.2215
C  1.297  1.875  -5.693  0.0173
C  -1.213  0.832  -2.402  -0.3915
C  0.463  2.279  -8.027  -0.0243
C  -0.503  3.743  -4.667  -0.2793
C  1.430  5.981  -1.985  -0.0371
C  -0.638  -8.012  5.234  -0.0617
C  2.355  -3.056  0.389  -0.3503
C  2.245  1.398  -3.438  -0.0584
C  0.389  -5.080  -1.402  -0.3307
C  -0.082  -2.010  5.303  -0.1663
C  0.165  5.849  -1.194  -0.2905
C  2.518  2.489  2.252  -0.0970
C  -1.929  3.263  0.684  -0.0468
C  0.334  3.019  -3.822  -0.2485
C  0.811  -6.543  -1.378  -0.1766
C  -2.308  8.236  0.397  -0.0194
C  -0.435  -5.028  2.940  -0.2970
C  -1.438  4.801  -4.172  -0.0364
C  -1.598  -1.266  -3.531  -0.0441
C  -2.589  -0.680  -4.308  -0.0393
C  -2.889  0.663  -4.142  -0.0422
C  -0.435  3.481  -6.028  0.0134
C  0.404  -5.338  1.941  -0.1802
C  2.790  2.743  0.915  -0.1424
C  3.878  0.612  0.737  -0.1037
C  -0.921  -0.526  -2.579  -0.0248
C  3.479  1.808  0.156  -0.1329
C  -1.611  6.974  0.022  -0.2261
C  2.949  1.308  2.856  -0.3295
C  -0.324  -1.751  3.826  -0.3319
C  2.751  1.097  4.323  -0.0290
C  -1.640  -6.120  6.308  -0.0609
C  -1.365  -5.355  5.191  -0.0662
C  3.647  -3.834  0.195  -0.1622
C  -2.206  1.411  -3.209  -0.0304
C  3.619  0.367  2.077  -0.0797
C  -1.458  4.549  0.087  -0.2576
C  -2.062  5.736  0.472  0.0192
C  -0.357  -7.243  4.121  -0.0248
C  0.439  2.542  -6.560  -0.2335
C  -0.471  7.008  -0.772  0.0150
C  -0.644  -2.758  0.991  -0.4573
C  -3.320  -2.914  2.853  -0.3127
C  -0.400  4.618  -0.835  -0.2473
C  -1.272  -7.455  6.335  -0.0644
C  -3.930  -2.723  4.232  -0.1706
C  1.262  2.102  -4.327  -0.2788
C  -0.712  -5.892  4.084  -0.2531
H  0.122  -7.698  3.268  0.1059
H  4.505  -3.162  0.218  0.0643
H  0.174  -7.124  -0.713  0.0685
H  -2.787  3.431  1.328  0.0944
H  -2.158  -5.682  7.146  0.1101
H  -0.661  -4.996  -1.681  0.0567
H  4.000  -0.531  2.546  0.1254
H  -3.654  1.128  -4.745  0.1190
H  1.843  -6.649  -1.049  0.0658
H  -1.346  -2.308  -3.669  0.1145
H  -2.484  2.442  -3.027  0.1078
H  -1.020  -2.063  5.851  0.0660
H  -1.668  9.098  0.230  0.0885
H  2.010  1.171  -6.092  0.1266
H  0.454  -2.947  5.445  0.0724
H  -2.209  2.545  -0.090  0.0659
H  -0.376  -9.059  5.235  0.1110
H  2.387  -2.508  1.337  0.0430
H  1.738  0.815  -2.662  0.0526
H  2.897  2.133  -2.957  0.0729
H  2.864  0.051  4.594  0.0817
H  1.086  1.421  -8.265  0.0848
H  3.498  1.668  4.873  0.0999
H  -1.122  2.816  1.276  0.0516
H  0.854  3.148  -8.556  0.0987
H  -1.489  -8.061  7.201  0.1106
H  -0.981  5.783  -4.297  0.0971
H  -3.197  8.354  -0.223  0.1025
H  2.870  0.727  -4.022  0.0946
H  1.771  1.451  4.640  0.0870
H  0.641  -1.621  3.318  0.0338
H  0.929  -6.286  1.959  0.0550
H  0.981  -4.531  -2.137  0.0559
H  -4.976  -2.438  4.147  0.0748
H  2.158  6.546  -1.403  0.1033
H  -1.650  -4.309  5.164  0.0612
H  1.858  5.004  -2.231  0.0480
H  1.257  6.542  -2.903  0.0977
H  3.773  2.040  -0.857  0.0952
H  0.516  -1.211  5.735  0.0637
H  -3.124  -1.259  -5.045  0.1175
H  -2.905  5.696  1.149  0.1326
H  2.242  -2.324  -0.420  0.0480
H  -3.452  -2.006  2.257  0.0601
H  3.775  -4.575  0.982  0.0739
H  -1.681  4.667  -3.115  0.0515
H  -3.407  -1.936  4.776  0.0615
H  -0.895  -0.824  3.697  0.0606
H  -3.882  -3.645  4.808  0.0619
H  -0.065  7.964  -1.070  0.1352
H  -3.806  -3.739  2.332  0.0672
H  -1.086  4.029  -6.694  0.1351
H  4.453  -0.100  0.162  0.1161
H  2.038  3.244  2.859  0.1257
H  2.515  3.698  0.481  0.0987
H  -0.148  -0.988  -1.977  0.0890
H  0.723  -6.965  -2.376  0.0739
H  -0.545  2.101  -8.396  0.0930
H  3.647  -4.349  -0.765  0.0683
H  -2.632  8.219  1.434  0.0941
H  -2.360  4.799  -4.748  0.0959

***

# C48H61CdN3O7PS

A molecular structure, C48H61CdN3O7PS (wB97M-V/def2-TZVPD, the OMol25 dataset).

As for the LUMO energy: 2.095 eV. The total charge is -1. Its frontier orbital gap is 0.2771 Eh.

Last column: Löwdin charge in e.
Cartesian coordinates (Å):
Cd  0.719  0.848  0.310  1.4579
S  1.176  2.510  2.821  0.5733
P  -2.155  1.323  -0.464  1.1694
O  1.252  1.248  -1.683  -0.2489
O  7.695  1.312  -1.799  -0.0303
O  2.786  2.106  -3.040  0.0661
O  0.711  3.162  1.606  -0.3897
O  -1.407  -0.551  1.751  -0.1193
O  8.052  1.242  0.433  -0.0526
O  0.551  2.855  4.074  -0.2982
N  0.996  0.950  2.474  -0.2459
N  1.513  -1.253  2.481  0.0852
N  3.139  0.611  0.153  -0.0030
C  -1.124  -3.369  2.040  -0.0840
C  1.704  -2.421  -1.030  -0.1815
C  3.547  3.314  1.789  -0.0650
C  1.494  -0.117  3.189  -0.4283
C  1.315  -1.642  -2.107  0.0076
C  -1.361  2.156  -2.963  -0.1140
C  5.860  0.974  -0.358  -0.0886
C  -3.187  -2.266  -2.263  -0.0469
C  -0.577  -1.971  -4.635  -0.0436
C  7.061  3.896  3.052  -0.0347
C  -2.435  2.488  2.040  -0.1179
C  -5.140  -0.893  -2.226  -0.0728
C  2.042  -2.337  3.038  -0.1587
C  3.137  -2.873  -0.863  -0.3560
C  -4.394  0.081  -1.587  -0.1112
C  -2.050  -4.526  0.060  -0.0489
C  -3.491  3.182  -2.416  -0.0907
C  -1.638  -3.150  0.605  -0.3534
C  -4.522  -2.087  -2.578  -0.0635
C  3.584  2.793  4.141  -0.0582
C  -2.429  -1.291  -1.608  -0.1766
C  -1.420  3.871  -1.167  -0.0966
C  0.625  0.190  -4.310  -0.0728
C  4.932  3.125  4.175  -0.0294
C  2.901  2.873  2.937  -0.2831
C  -0.980  -1.629  -1.362  -0.1084
C  3.444  -4.012  -1.839  -0.0622
C  3.551  1.174  -0.989  -0.2115
C  -0.620  -2.498  -0.318  -0.1531
C  -3.042  -0.083  -1.274  -0.2811
C  -4.356  2.991  0.624  -0.1053
C  4.882  3.647  1.842  -0.0241
C  0.712  -2.875  -0.176  -0.0026
C  7.372  1.192  -0.608  -0.6986
C  4.137  -1.730  -1.034  -0.0628
C  -0.011  -1.292  -2.323  -0.1456
C  -3.341  1.889  0.960  -0.6354
C  5.418  0.394  0.822  -0.0030
C  5.599  3.551  3.029  -0.2542
C  -0.389  -0.772  -3.693  -0.3590
C  4.065  0.229  1.032  -0.1685
C  4.894  1.364  -1.284  0.0678
C  -4.125  0.722  1.585  -0.0905
C  1.901  -0.075  4.528  -0.0169
C  2.562  -2.368  4.319  -0.0710
C  2.471  1.562  -1.998  -0.5840
C  2.458  -1.208  5.081  -0.0635
C  -2.182  2.691  -1.787  -0.6654
H  7.221  4.927  2.742  0.0819
H  -3.047  2.803  2.889  0.0933
H  -4.024  2.372  -2.911  0.0695
H  -0.505  3.545  -0.670  0.0496
H  3.867  -0.873  -0.418  0.0085
H  2.993  3.397  0.864  0.1067
H  -0.362  -2.650  2.347  0.0411
H  6.145  0.090  1.562  0.1231
H  0.175  0.692  -5.167  0.0897
H  -4.885  0.998  -1.306  0.0845
H  -1.949  -3.331  2.751  0.0971
H  -3.887  3.878  0.210  0.0545
H  2.053  -1.335  -2.835  0.1234
H  5.186  1.789  -2.233  0.1301
H  0.959  0.955  -3.606  0.0297
H  -2.534  -2.523  0.630  0.1306
H  -1.265  -1.487  1.932  -0.0195
H  5.471  3.066  5.114  0.1087
H  1.502  -0.347  -4.675  0.0863
H  -2.527  -4.457  -0.914  0.0561
H  7.483  3.763  4.045  0.0713
H  -1.959  1.460  -3.548  0.0757
H  -4.584  0.064  0.851  0.0609
H  5.139  -2.053  -0.751  0.0991
H  -0.431  1.680  -2.653  0.0328
H  -2.752  -5.007  0.744  0.0817
H  0.985  -3.552  0.624  0.1021
H  -1.170  -5.164  -0.036  0.0856
H  3.239  -3.268  0.153  0.1237
H  -5.155  2.669  -0.042  0.0699
H  -5.070  -2.867  -3.092  0.1025
H  -6.185  -0.721  -2.446  0.1012
H  -1.097  2.992  -3.615  0.1016
H  3.330  -3.668  -2.868  0.0797
H  5.385  3.982  0.943  0.1293
H  4.468  -4.366  -1.711  0.0762
H  -4.827  3.289  1.564  0.0827
H  -1.351  -0.269  -3.614  0.0948
H  -1.131  4.567  -1.958  0.0884
H  3.062  2.529  5.047  0.0980
H  -2.693  -3.184  -2.546  0.1036
H  7.602  3.258  2.350  0.0792
H  2.048  -3.226  2.416  0.0943
H  -1.884  3.354  1.681  0.0646
H  -4.169  3.687  -1.739  0.0497
H  -0.802  -1.620  -5.643  0.0797
H  -4.924  1.141  2.202  0.0821
H  1.742  0.823  5.104  0.0911
H  3.015  -3.267  4.709  0.0965
H  2.798  -1.196  6.108  0.1070
H  2.766  -4.853  -1.689  0.0741
H  -0.663  -4.353  2.133  0.0895
H  -3.485  0.117  2.220  0.0600
H  -3.218  3.900  -3.193  0.0866
H  0.339  -2.562  -4.674  0.0834
H  -0.760  -0.085  2.299  -0.0041
H  -1.387  -2.622  -4.315  0.0588
H  4.181  -1.394  -2.070  0.0963
H  -1.710  1.772  2.411  0.0378
H  -2.015  4.424  -0.440  0.0659
H  3.704  -0.236  1.940  0.1053

***

The following energy values (in eV) correspond, in order, to the records above: -233331.4162 -94261.6921.
The following maximum force values (in eV/A) correspond, in order, to the records above: 1.46 2.26.